[1]
46
Properties=species:S:1:pos:R:3 method="wB97M-V/def2-TZVPD" charge=0 e_tot_ha=-1482.87390 e_homo_ha=-0.307 smiles="Cc1cccc(C(=O)N[C@H](C)/C=C/C(=O)N[C@H](C)c2nncs2)c1N" e_above_lowest_ev=1.494 homo_lumo_gap_ev=8.92 e_lumo_ev=0.55
S 4.05 -3.71 1.07
O -1.68 0.72 1.95
O 2.41 -1.34 0.17
N -0.69 3.38 1.86
N 5.10 -5.80 0.07
N -2.35 0.28 -0.17
N 2.51 -2.59 -1.70
N 4.87 -4.96 -0.98
C -2.62 -1.96 0.86
C 3.96 -2.77 -1.62
C -1.60 6.05 1.57
C 4.51 -3.07 -3.01
C 4.33 -3.84 -0.63
C -2.65 2.51 0.69
C -3.89 2.74 0.09
C -2.17 1.11 0.90
C -3.61 5.09 0.41
C -4.36 4.02 -0.06
C -2.38 4.89 1.03
C 4.73 -5.28 1.19
C 0.36 -1.82 -0.96
C -0.42 -1.21 -0.08
C -1.88 3.59 1.15
C -1.91 -1.11 -0.20
C 1.83 -1.88 -0.76
H -2.58 0.72 -1.05
H 4.36 -1.82 -1.26
H -5.33 4.20 -0.52
H -2.20 -1.49 -1.19
H -3.99 6.10 0.32
H -3.70 -1.85 0.76
H 4.09 -4.00 -3.39
H -0.68 6.21 1.01
H -0.65 2.56 2.44
H -2.32 -1.64 1.86
H 2.00 -3.12 -2.38
H 4.84 -5.79 2.13
H 5.59 -3.20 -2.97
H -0.06 -2.28 -1.85
H -4.48 1.89 -0.23
H 4.26 -2.26 -3.69
H -1.30 5.85 2.60
H -2.18 6.97 1.53
H 0.18 3.71 1.48
H -2.35 -3.01 0.73
H 0.04 -0.76 0.80

[2]
162
Properties=species:S:1:pos:R:3 method="wB97M-V/def2-TZVPD" charge=0 e_tot_ha=-4203.59671 spin_multiplicity=4 e_homo_ha="-0.171 / -0.241" homo_lumo_gap_ev="4.74 / 6.55" e_lumo_ev="0.07 / 0.00"
Ni 3.33 -1.64 4.09
O 0.00 -5.25 -4.26
O -5.35 -2.19 -1.89
O 2.41 -0.39 2.49
O -5.39 0.52 3.52
O 0.99 2.02 4.92
O -5.54 3.50 0.83
O 3.64 8.33 0.52
O 5.28 -1.03 3.68
O 3.44 -3.43 2.85
O -1.12 3.06 -5.58
O 1.35 2.29 -6.67
O 1.40 -1.94 4.96
O 5.25 -4.44 0.90
O -2.22 -6.20 0.11
N 1.38 0.20 1.53
C -0.10 2.95 4.79
C -2.25 5.03 -4.99
C -0.33 -1.58 1.67
C 4.56 -3.61 -0.02
C -5.36 -3.71 0.01
C -3.96 0.67 5.26
C -0.73 -3.00 -3.74
C -0.84 2.92 6.16
C -0.30 -3.99 -4.84
C -3.57 4.01 -0.35
C 5.24 6.88 -0.68
C -3.92 -1.41 3.85
C -4.09 0.13 3.87
C -4.65 3.00 -0.14
C -0.06 -5.49 -0.11
C 0.83 2.20 -0.05
C 1.90 1.52 0.90
C 1.27 0.61 -4.97
C 3.07 1.09 0.00
C 0.03 1.20 -1.03
C 2.13 1.39 -5.95
C 5.81 -0.98 2.29
C -4.08 1.68 0.38
C 2.30 2.63 1.82
C 3.29 6.00 0.75
C 1.46 -1.63 -0.25
C -0.85 4.33 -5.01
C -0.92 -6.64 0.38
C -3.46 -2.09 -0.47
C 3.83 7.17 -0.19
C -0.47 0.03 -0.15
C -0.02 4.11 -3.67
C -1.31 -4.21 -5.96
C 0.30 -1.04 5.02
C 2.51 -4.50 2.94
C -1.14 2.40 3.71
C 2.81 0.48 -7.05
C -4.97 -2.34 -0.56
C -0.78 -7.83 -0.57
C 0.56 -0.70 0.70
H 1.91 -0.11 -4.46
H 0.40 -0.68 6.05
H 1.17 -2.60 5.63
H 2.35 -4.94 1.95
H 1.34 -1.49 -1.32
H 6.34 -0.07 2.00
H 3.34 1.11 -7.77
H -2.07 2.97 3.62
H 3.63 -0.04 -6.56
H 0.30 -2.28 2.22
H -0.97 -7.57 -1.61
H 0.44 0.04 -5.39
H -3.09 0.14 5.65
H -3.42 1.70 1.25
H 5.24 -2.85 -0.39
H -4.44 -1.98 4.62
H 0.57 2.43 -6.14
H 3.45 2.01 -0.45
H 2.60 3.53 1.27
H -1.24 -2.15 -4.20
H -3.02 4.28 -4.79
H 3.26 7.14 -1.12
H -1.55 -8.55 -0.27
H 2.92 1.84 -5.33
H 0.40 -0.23 4.30
H -3.27 -1.02 -0.47
H -4.76 0.36 5.93
H -0.20 3.11 7.03
H -0.77 1.81 -1.44
H -5.46 2.93 1.60
H 0.63 0.89 -1.88
H -0.71 3.75 -2.91
H 0.87 1.10 -4.08
H -5.20 2.81 -1.06
H -0.17 4.83 -5.69
H 1.42 2.72 2.46
H -5.48 -3.80 1.09
H 6.44 -1.83 2.03
H -1.97 2.78 -5.23
H -3.95 1.76 5.35
H -1.20 1.91 6.32
H 5.95 7.12 0.11
H 1.01 -5.62 -0.01
H -2.85 -1.59 3.96
H 6.04 -4.79 0.48
H -2.38 -4.34 -5.77
H -2.87 3.75 -1.14
H -1.42 -3.28 -6.53
H 0.64 -3.70 -5.30
H 4.95 -0.90 1.63
H 5.47 5.83 -0.90
H -2.40 5.87 -4.31
H -0.67 -6.82 1.43
H -6.27 -4.08 -0.47
H 4.26 -3.68 2.41
H -3.82 5.04 -0.57
H -2.61 5.37 -5.96
H 2.53 -1.52 -0.04
H 3.13 2.35 2.47
H 2.84 -5.21 3.70
H -1.30 0.35 0.48
H 2.03 -0.11 -7.53
H 0.75 3.33 -3.74
H -0.19 -4.53 0.41
H 3.90 5.54 1.52
H -0.70 2.42 2.71
H 1.27 -2.70 -0.13
H -4.23 -1.73 2.86
H 1.44 2.89 -0.63
H -5.55 -1.66 0.06
H -4.61 -4.48 -0.17
H -2.96 -2.44 -1.38
H 0.04 -2.72 -3.02
H -3.37 1.42 -0.40
H 0.22 3.95 4.48
H -0.20 -5.26 -1.16
H 0.18 2.86 0.53
H -1.15 -5.15 -6.48
H 5.91 -0.82 4.36
H -0.82 -0.71 -0.87
H 2.30 6.30 1.09
H -1.38 1.35 3.83
H -2.87 -2.55 0.32
H 2.81 0.44 -0.84
H -4.62 -2.38 -2.47
H -5.41 1.48 3.54
H -2.18 -6.00 -0.83
H 1.14 1.72 4.01
H -1.69 3.59 6.04
H 2.76 8.37 0.89
H -2.86 3.94 0.47
H -0.82 -0.93 2.39
H 5.39 7.52 -1.54
H -3.38 0.57 3.17
H -4.73 0.81 0.41
H 0.92 -5.16 -3.98
H 3.67 -3.14 0.39
H 0.50 5.00 -3.33
H 3.91 0.70 0.57
H -1.43 -3.38 -3.00
H 2.96 5.22 0.06
H 0.17 -8.36 -0.51
H 4.16 -4.11 -0.90
H -1.11 -2.28 1.37
H 1.55 -4.12 3.29
H -0.58 -1.67 4.91

[3]
65
Properties=species:S:1:pos:R:3 method="wB97M-V/def2-TZVPD" charge=+1 e_tot_ha=-1172.83892 spin_multiplicity=3 e_homo_ha="-0.370 / -0.339" e_above_lowest_ev=7.333 homo_lumo_gap_ev="6.07 / 5.03" e_lumo_ev="-4.00 / -4.20"
Mo 0.28 -0.03 0.07
N -1.14 -0.17 1.76
C 1.68 1.71 0.43
C -3.65 -0.71 -3.60
C 3.12 0.80 -1.53
C 0.96 -2.58 0.55
C -0.78 0.34 3.06
C 0.05 1.61 5.40
C 1.57 -2.59 -1.94
C -2.68 -1.56 -4.17
C 1.23 -3.37 -0.62
C 0.35 2.20 0.58
C -1.91 -1.83 -2.02
C 0.91 0.73 4.74
C -0.13 3.08 1.69
C 2.79 1.95 1.40
C -1.81 -2.25 -3.35
C 0.56 1.36 -1.59
C -2.27 -0.40 -1.73
C 0.26 1.02 -3.02
C 1.88 -1.38 0.75
C -1.78 2.37 -0.90
C -1.25 1.82 4.91
C -1.67 1.16 3.75
C -0.37 1.98 -0.66
C 1.82 1.20 -0.91
C 0.48 0.05 3.60
C -3.48 -0.23 -2.27
C 0.16 -4.49 -0.90
H -2.28 1.63 -1.49
H 3.15 2.99 1.32
H 0.75 -5.34 -0.59
H -1.21 -3.04 -3.61
H 0.39 2.13 6.29
H 3.74 0.23 -0.83
H -2.68 1.33 3.34
H 2.78 -1.35 0.13
H 2.46 1.80 2.43
H 3.70 1.69 -1.82
H -0.71 0.55 -3.11
H 2.97 0.20 -2.43
H -1.28 -1.18 1.75
H 1.01 0.33 -3.44
H 2.66 -2.56 -1.85
H -1.21 2.98 1.85
H -2.35 2.45 0.04
H -1.93 2.48 5.44
H 0.44 -2.98 1.38
H -0.12 -4.63 -1.96
H 1.92 0.55 5.12
H -2.00 0.25 1.38
H 0.08 4.13 1.47
H -1.84 3.32 -1.47
H 0.24 1.94 -3.63
H 2.12 -1.20 1.82
H 1.12 -0.69 3.12
H -4.26 0.27 -1.79
H 1.29 -3.11 -2.84
H 1.25 -1.48 -2.10
H -1.40 -2.78 -1.58
H 0.37 2.83 2.62
H 3.64 1.29 1.21
H -4.55 -0.37 -4.12
H -2.65 -1.89 -5.23
H -0.79 -4.52 -0.32

[4]
30
Properties=species:S:1:pos:R:3 method="wB97M-V/def2-TZVPD" charge=0 e_tot_ha=-628.96339 e_homo_ha=-0.315 smiles=NCNC[C@@H](N)CO.O.O.O e_above_lowest_ev=1.769 homo_lumo_gap_ev=8.85 e_lumo_ev=0.28
O -4.11 0.40 0.62
O 3.49 0.43 -2.42
O -0.81 -2.63 2.79
O -1.54 -0.71 -1.43
N -0.52 3.28 0.70
N 0.72 1.43 -0.30
N 1.63 -2.05 -0.41
C 0.97 0.19 0.36
C -0.87 -1.44 -0.38
C 0.79 2.70 0.46
C 0.62 -1.00 -0.53
H 3.95 -0.41 -2.54
H 1.97 0.09 0.80
H -1.27 3.18 0.03
H 0.71 -0.60 -1.59
H -0.73 -2.39 3.72
H 1.03 1.66 -1.23
H 1.58 -2.75 0.31
H 1.30 2.62 1.40
H 2.76 0.15 -1.87
H -3.93 0.44 1.57
H 1.99 -2.45 -1.26
H -1.05 -2.53 -0.43
H 1.31 3.47 -0.14
H -0.89 3.06 1.62
H -3.87 -0.51 0.42
H -1.50 0.23 -1.25
H -1.29 -0.99 0.53
H 0.35 0.25 1.29
H -0.41 -3.50 2.69